Formula: C55H131F3N8O3
Source: the Open Molecules 2025 dataset
Level of theory: ωB97M-V/def2-TZVPD

The total energy comes out at -3137.3253 Eh. The LUMO energy is 0.57 eV. Its SMILES is CCOC(=O)C(F)(F)F.CCN(CC)CC.CCN(CC)CC.CCN(CC)CC.CCN(CC)CC.CCN(CC)CC.CCN(CC)CC.CCN(CC)CC.CCN(CC)CC.CC(C)=O. For the relative energy (zero: lowest compared OMol25 entry of this formula, charge and spin), the calculation gives 0.0 kcal/mol. The orbital gap comes out at 8.516 eV.

Positions of all 200 atoms, in Å:
C  -1.350  0.102  -1.756
C  -1.182  -0.427  -0.309
O  0.164  -0.319  0.169
C  0.666  0.915  0.521
O  -0.019  1.979  0.395
C  2.083  0.947  1.158
F  1.965  1.173  2.475
F  2.795  -0.168  0.913
F  2.787  1.993  0.741
H  -2.413  0.242  -1.957
H  -0.916  -0.542  -2.520
H  -0.898  1.091  -1.823
H  -1.527  -1.461  -0.279
H  -1.859  0.119  0.348
C  2.038  0.914  -3.438
C  2.061  -0.385  -4.216
N  0.713  -0.967  -4.570
C  -0.028  -0.063  -5.520
C  -1.537  -0.238  -5.573
C  0.658  -2.374  -4.987
C  1.161  -3.406  -3.963
H  3.075  1.232  -3.335
H  1.654  0.983  -2.420
H  1.562  1.724  -3.990
H  2.657  -0.200  -5.110
H  2.578  -1.125  -3.606
H  0.155  1.006  -5.410
H  0.334  -0.308  -6.519
H  -1.921  0.102  -4.611
H  -2.080  0.397  -6.273
H  -1.786  -1.292  -5.700
H  1.237  -2.440  -5.908
H  -0.315  -2.658  -5.386
H  0.741  -3.386  -2.957
H  2.219  -3.213  -3.783
H  0.994  -4.431  -4.293
C  -6.230  -2.366  -0.940
C  -5.730  -3.713  -1.502
N  -4.253  -3.874  -1.530
C  -3.716  -3.782  -0.172
C  -4.060  -5.001  0.700
C  -3.637  -2.864  -2.506
C  -2.210  -3.236  -2.937
H  -6.267  -2.412  0.148
H  -7.231  -2.166  -1.322
H  -5.623  -1.503  -1.216
H  -6.315  -4.523  -1.066
H  -5.919  -3.899  -2.559
H  -2.628  -3.779  -0.225
H  -3.907  -2.812  0.286
H  -3.727  -5.940  0.259
H  -3.471  -5.004  1.618
H  -5.100  -5.057  1.022
H  -3.587  -1.895  -2.010
H  -4.230  -2.665  -3.399
H  -1.499  -3.100  -2.122
H  -1.799  -2.598  -3.720
H  -2.162  -4.244  -3.349
C  -3.321  7.314  -3.947
C  -2.529  6.070  -3.472
N  -3.309  4.958  -2.805
C  -4.120  5.438  -1.702
C  -3.350  6.209  -0.591
C  -2.359  3.901  -2.470
C  -1.398  3.518  -3.593
H  -4.070  6.953  -4.652
H  -2.643  7.925  -4.542
H  -3.817  7.832  -3.126
H  -2.102  5.719  -4.412
H  -1.643  6.349  -2.902
H  -4.942  6.066  -2.047
H  -4.681  4.655  -1.192
H  -4.107  6.580  0.100
H  -2.642  5.646  0.018
H  -2.858  7.093  -0.999
H  -2.940  2.995  -2.303
H  -1.846  4.039  -1.518
H  -0.656  4.275  -3.847
H  -1.898  3.423  -4.556
H  -0.843  2.599  -3.403
C  0.452  7.881  0.536
C  1.758  7.479  -0.139
N  2.007  6.064  -0.392
C  1.193  5.535  -1.554
C  2.027  4.485  -2.299
C  1.906  5.185  0.847
C  2.970  5.523  1.884
H  -0.353  7.455  -0.064
H  0.289  8.954  0.440
H  0.368  7.478  1.545
H  1.877  8.048  -1.061
H  2.614  7.774  0.469
H  0.840  6.284  -2.263
H  0.307  4.992  -1.224
H  2.947  4.884  -2.726
H  1.420  4.152  -3.141
H  2.274  3.596  -1.718
H  0.935  5.366  1.307
H  1.976  4.143  0.535
H  3.932  5.363  1.399
H  2.928  6.542  2.268
H  3.080  4.825  2.714
C  4.541  -6.441  3.601
C  4.730  -5.616  4.859
N  4.943  -4.143  4.552
C  5.259  -3.400  5.774
C  6.739  -3.566  6.090
C  3.818  -3.505  3.903
C  4.347  -2.245  3.123
H  3.487  -6.353  3.338
H  4.582  -7.525  3.704
H  5.180  -6.148  2.767
H  3.860  -5.702  5.509
H  5.684  -5.932  5.283
H  5.029  -2.346  5.618
H  4.726  -3.754  6.657
H  7.036  -2.762  6.763
H  6.978  -4.557  6.476
H  7.329  -3.354  5.199
H  2.954  -3.273  4.525
H  3.416  -4.153  3.124
H  5.226  -2.522  2.541
H  4.687  -1.468  3.808
H  3.571  -1.770  2.523
C  1.066  -0.326  5.353
C  0.049  -0.951  4.473
N  0.304  -2.357  4.167
C  -0.093  -3.113  5.395
C  0.253  -4.634  5.267
C  -0.368  -2.703  2.918
C  -1.939  -2.689  2.970
H  0.857  0.744  5.360
H  2.098  -0.484  5.042
H  0.879  -0.656  6.375
H  -0.894  -0.874  5.014
H  -0.117  -0.349  3.580
H  0.417  -2.744  6.285
H  -1.154  -3.079  5.645
H  1.241  -4.732  4.816
H  0.322  -4.970  6.302
H  -0.430  -5.315  4.759
H  -0.058  -3.702  2.612
H  -0.048  -1.954  2.194
H  -2.313  -2.996  1.994
H  -2.361  -1.713  3.211
H  -2.324  -3.349  3.748
C  7.820  -4.000  0.954
C  7.198  -3.183  -0.217
N  6.645  -1.906  0.287
C  7.588  -0.968  0.917
C  8.646  -0.380  0.019
C  5.739  -1.228  -0.667
C  4.443  -1.925  -1.025
H  7.072  -4.346  1.667
H  8.600  -3.431  1.459
H  8.246  -4.909  0.530
H  7.915  -2.948  -1.004
H  6.423  -3.786  -0.688
H  6.966  -0.208  1.391
H  8.097  -1.506  1.717
H  8.127  0.171  -0.765
H  9.240  0.385  0.519
H  9.355  -1.087  -0.410
H  6.252  -0.982  -1.597
H  5.543  -0.224  -0.290
H  4.813  -2.681  -1.717
H  3.726  -1.341  -1.601
H  4.075  -2.443  -0.139
C  -2.396  2.015  3.136
C  -3.878  1.583  3.351
N  -4.444  1.052  2.052
C  -4.301  2.029  0.944
C  -4.809  1.486  -0.414
C  -5.804  0.405  2.136
C  -5.731  -0.877  2.996
H  -2.307  2.853  2.444
H  -1.822  1.183  2.727
H  -2.037  2.287  4.128
H  -3.937  0.725  4.021
H  -4.461  2.360  3.846
H  -3.260  2.284  0.745
H  -4.862  2.946  1.126
H  -4.475  0.475  -0.650
H  -4.499  2.103  -1.257
H  -5.898  1.476  -0.442
H  -6.556  1.107  2.496
H  -6.152  0.126  1.141
H  -5.097  -1.680  2.620
H  -5.326  -0.666  3.985
H  -6.727  -1.295  3.144
C  -4.824  1.008  -5.597
C  -5.303  0.048  -4.491
C  -6.608  -0.676  -4.708
O  -4.642  -0.022  -3.515
H  -3.885  1.492  -5.326
H  -5.512  1.845  -5.712
H  -4.617  0.537  -6.558
H  -6.430  -1.693  -5.058
H  -7.135  -0.113  -5.478
H  -7.139  -0.639  -3.757